# 1
This record from the OMol25 dataset describes 15 unconnected molecules or ions with the total composition C56H145BN13O22 in a non-equilibrium geometry. The level of theory is the ωB97M-V functional and the def2-TZVPD basis.

The total charge is -1.

Each line ends with the Löwdin charge.
Geometry (Å):
O  5.02  6.55  -5.79  -0.1830
O  0.55  -0.73  2.08  0.2155
O  1.19  -1.52  -0.07  0.2035
O  0.08  0.66  0.15  0.2154
O  3.31  -2.23  0.39  0.0849
O  4.87  -5.21  6.66  -0.0571
O  -1.67  1.94  -0.82  0.0821
O  -3.20  -0.63  -0.34  0.0986
O  2.37  -1.40  3.18  0.1453
O  5.67  5.73  2.78  -0.2028
O  -0.44  -1.69  10.69  -0.1885
O  -11.90  -1.67  -1.16  -0.1849
O  -9.43  6.70  -5.43  -0.1546
O  -5.83  6.20  2.73  -0.1987
O  10.29  1.01  3.26  -0.2078
O  -2.13  1.64  -7.67  -0.2022
O  7.22  -0.65  -7.35  -0.2016
O  0.25  -8.66  2.93  -0.2230
O  -3.04  -5.10  -6.68  -0.1991
O  2.68  -9.74  -2.17  -0.2019
O  -1.25  -1.25  0.53  0.2246
O  -5.10  0.63  7.91  -0.1984
N  -4.73  -0.88  -8.35  0.0121
N  7.14  -0.04  -3.69  0.0276
N  -9.53  -2.81  -2.74  0.0260
N  -2.38  -5.10  -9.82  0.0167
N  -3.36  7.96  3.37  0.0089
N  6.20  8.98  4.39  0.0292
N  12.10  2.54  4.77  0.0328
N  4.68  6.37  -2.80  0.0202
N  -3.86  2.07  10.38  0.0329
N  -1.04  -8.34  0.37  0.0309
N  -5.81  6.50  -4.47  0.0295
N  0.66  -4.48  12.91  0.0216
N  4.64  -7.55  -2.58  0.0444
C  -6.03  3.02  10.78  -0.0748
C  -0.71  1.70  -7.45  -0.1090
C  -4.94  0.64  6.50  -0.0974
C  -7.64  5.37  -3.22  -0.0737
C  -1.90  -5.60  -7.39  -0.2144
C  3.49  -7.82  -3.41  -0.4628
C  2.34  5.80  -3.18  -0.0672
C  -4.19  0.36  -7.87  -0.4048
C  4.85  5.50  -6.75  -0.0958
C  -0.07  -1.23  9.38  -0.1036
C  7.62  -0.06  -6.14  -0.2152
C  -7.22  6.05  -4.58  -0.3778
C  3.79  -7.40  -4.82  -0.0929
C  -2.60  0.29  -7.83  -0.1813
C  -2.75  -5.10  -5.25  -0.0814
C  -1.90  6.21  2.85  -0.0615
C  3.87  6.85  -5.02  -0.2057
C  -12.42  -0.46  -0.50  -0.0642
C  5.28  -0.45  -5.26  -0.0592
C  0.46  -7.43  2.23  -0.1761
C  3.16  -9.35  -3.47  -0.1770
C  -5.26  1.94  10.05  -0.4475
C  -1.19  0.89  -0.32  -0.2732
C  -8.83  -3.79  -0.73  -0.0718
C  11.62  0.60  3.28  -0.2193
C  -10.13  7.66  -6.14  -0.1250
C  2.19  -1.82  0.71  -0.3676
C  -1.08  -7.04  -9.37  -0.0666
C  4.88  4.54  2.91  -0.0930
C  12.49  1.84  3.56  -0.4205
C  -0.75  -7.18  1.21  -0.4117
C  1.42  -9.27  3.49  -0.0849
C  1.73  -1.33  2.19  -0.3982
C  7.86  7.38  3.61  -0.0824
C  -10.04  -3.16  -1.44  -0.4520
C  5.39  6.76  3.74  -0.1895
C  6.48  7.85  3.50  -0.4580
C  -8.18  7.16  -5.11  -0.2512
C  -4.74  0.56  -6.44  -0.0735
C  -2.06  -6.86  1.94  -0.0792
C  8.05  -0.25  -8.44  -0.1056
C  3.74  5.91  -3.82  -0.4244
C  6.77  -0.68  -4.96  -0.4098
C  14.00  1.39  3.70  -0.0697
C  -2.25  -6.15  -8.82  -0.4122
C  0.15  -2.15  13.55  -0.0643
C  -3.33  6.76  2.61  -0.4242
C  -5.53  1.89  8.47  -0.1709
C  2.49  -11.12  -2.03  -0.1276
C  -4.46  5.80  3.13  -0.1701
C  -10.63  -2.03  -0.68  -0.2598
C  -0.05  -3.26  12.50  -0.4444
C  9.32  -0.02  3.30  -0.0937
C  -6.87  5.38  3.34  -0.1085
C  -2.01  -0.43  -0.11  -0.3974
C  0.32  -2.86  11.06  -0.1851
B  0.14  -0.70  0.66  -0.8344
H  -5.73  3.05  11.83  0.0750
H  -7.04  4.52  -2.90  0.0697
H  12.48  2.55  2.73  0.1281
H  4.12  -9.80  -3.70  0.1257
H  -9.07  -4.22  0.25  0.0686
H  8.70  -0.12  -6.01  0.1125
H  8.16  6.66  2.85  0.0800
H  -7.10  2.83  10.85  0.0727
H  4.02  4.88  -4.03  0.1245
H  -5.11  2.74  7.92  0.1107
H  6.32  8.29  2.52  0.1419
H  14.19  0.80  4.60  0.0695
H  -6.80  4.34  3.03  0.0788
H  -3.58  -4.77  -4.63  0.0872
H  12.41  3.50  4.77  0.0717
H  8.14  -0.08  -3.61  0.0593
H  5.35  6.35  4.75  0.1204
H  9.40  -0.73  2.48  0.0865
H  -7.33  5.19  -5.24  0.1237
H  5.72  -5.24  6.22  0.0261
H  -3.20  -6.68  -8.72  0.1357
H  -8.35  -4.62  -1.24  0.0765
H  2.94  -7.44  -5.49  0.0749
H  -3.43  1.27  9.92  0.0661
H  9.31  -0.53  4.26  0.0877
H  -3.66  2.07  11.37  0.0675
H  -5.01  1.64  6.06  0.0797
H  -12.72  -0.79  0.49  0.0850
H  5.01  -0.80  -6.26  0.0691
H  -2.15  -0.38  -7.10  0.1202
H  -1.37  -7.36  -10.37  0.0699
H  4.01  5.63  -7.43  0.0834
H  -1.90  -4.43  -5.07  0.0837
H  1.32  -7.43  1.57  0.1113
H  0.19  -3.71  10.39  0.1213
H  1.98  -9.69  2.65  0.0795
H  -5.85  3.86  10.11  0.0814
H  -10.66  8.27  -5.41  0.0879
H  -9.89  -1.22  -0.71  0.1261
H  -6.59  2.05  8.30  0.1128
H  -5.73  7.44  -4.09  0.0613
H  -1.33  -9.08  1.00  0.0632
H  -0.07  -1.99  8.60  0.0883
H  -1.10  -4.86  -7.42  0.1196
H  -10.60  -2.23  0.39  0.1217
H  -0.16  -6.45  -9.42  0.0782
H  -5.63  0.96  10.37  0.1232
H  0.37  -4.83  13.82  0.0667
H  14.61  2.29  3.67  0.0643
H  2.30  5.35  -2.19  0.0709
H  5.04  0.62  -5.28  0.0762
H  -1.38  -6.40  -6.85  0.1029
H  -0.12  -8.61  0.07  0.0574
H  -8.69  5.08  -3.21  0.0658
H  -10.96  7.27  -6.74  0.0864
H  -2.86  -6.77  1.20  0.0703
H  -5.74  -0.88  -8.31  0.0667
H  4.56  -8.12  -1.75  0.0654
H  1.74  5.10  -3.77  0.0740
H  8.15  6.86  4.52  0.0836
H  2.60  -7.28  -3.09  0.1361
H  4.60  -6.62  -2.19  0.0792
H  4.98  3.96  2.00  0.0860
H  11.75  0.21  2.27  0.1269
H  1.11  -1.63  13.54  0.0784
H  -4.34  5.73  4.21  0.1118
H  6.86  -0.70  -2.97  0.0707
H  -5.67  -0.06  6.09  0.0833
H  1.06  -10.06  4.16  0.0837
H  -3.55  6.93  1.56  0.1413
H  0.86  -0.69  9.50  0.0864
H  -3.96  0.23  6.25  0.0839
H  -0.09  1.03  -8.05  0.0819
H  0.50  -6.60  2.94  0.1196
H  -1.51  -4.60  -9.92  0.0644
H  -4.59  -0.33  -5.83  0.0745
H  -1.31  6.77  2.12  0.0712
H  2.92  6.89  -5.54  0.1187
H  3.81  4.76  2.96  0.0808
H  8.38  0.51  3.20  0.0905
H  1.38  -2.63  11.16  0.1245
H  -8.69  -2.26  -2.72  0.0748
H  -0.64  -1.43  13.32  0.0682
H  -0.71  -0.45  8.97  0.0761
H  -1.83  5.14  2.66  0.0712
H  -6.93  5.44  4.43  0.0775
H  -4.46  1.20  -8.52  0.1354
H  4.70  -0.96  -4.50  0.0761
H  7.69  -0.65  -9.39  0.0851
H  4.58  -8.04  -5.21  0.0779
H  4.89  5.70  -2.07  0.0676
H  5.16  3.96  3.79  0.0839
H  -5.35  5.87  -3.83  0.0608
H  -13.31  -0.11  -1.04  0.0794
H  -0.47  -6.35  0.56  0.1315
H  -4.20  8.47  3.14  0.0681
H  -8.24  7.86  -4.28  0.1254
H  -1.15  -7.94  -8.76  0.0707
H  -2.96  -4.39  -9.41  0.0631
H  2.17  -11.62  -2.95  0.0882
H  5.60  6.47  -3.22  0.0619
H  -4.25  4.78  2.82  0.1120
H  -3.57  7.84  4.35  0.0735
H  11.11  2.68  4.61  0.0617
H  -1.12  -3.48  12.54  0.1243
H  7.02  -1.74  -4.90  0.1298
H  -7.54  6.02  -2.35  0.0654
H  -7.72  7.68  -5.95  0.1193
H  -5.81  0.71  -6.38  0.0685
H  -2.04  -5.87  2.41  0.0719
H  2.40  -9.52  -4.23  0.1256
H  6.30  8.59  5.32  0.0631
H  2.01  -8.53  4.02  0.0839
H  5.20  9.08  4.34  0.0589
H  1.90  -11.32  -1.14  0.0847
H  -10.81  -3.90  -1.67  0.1421
H  -2.46  -6.12  -5.02  0.0799
H  9.02  -0.71  -8.25  0.0813
H  -0.13  -2.45  14.56  0.0687
H  4.03  7.88  -4.67  0.1263
H  3.45  -11.51  -1.72  0.0812
H  14.37  0.74  2.91  0.0639
H  -11.67  0.32  -0.59  0.0848
H  4.37  7.13  3.61  0.1157
H  8.22  0.82  -8.59  0.0835
H  4.16  -6.37  -4.91  0.0773
H  5.77  5.34  -7.31  0.0819
H  -4.48  -1.63  -7.73  0.0644
H  4.70  4.52  -6.29  0.0720
H  -0.46  2.76  -7.55  0.0839
H  11.82  -0.19  4.01  0.1274
H  -2.23  -0.05  -8.79  0.1111
H  -9.53  8.28  -6.81  0.0873
H  -0.42  1.49  -6.42  0.0807
H  -2.38  -7.59  2.67  0.0738
H  -4.23  1.41  -5.98  0.0731
H  7.44  1.00  -6.29  0.1204
H  -1.34  6.44  3.76  0.0715
H  -7.84  5.69  2.95  0.0773
H  0.55  -5.16  12.17  0.0613
H  1.80  6.72  -2.96  0.0745
H  -10.25  -2.27  -3.19  0.0678
H  -7.99  -3.16  -0.44  0.0801
H  4.47  -4.39  6.36  0.0308
H  8.54  8.23  3.48  0.0819

***

# 2
This record from the OMol25 dataset describes a molecular structure, C56H30Cl4LaN8Se in a non-equilibrium geometry. The level of theory is the ωB97M-V functional and the def2-TZVPD basis.

The total charge is +1.

Each line ends with the Löwdin charge.
Geometry (Å):
La  -0.01  -0.03  0.11  2.0672
Se  -1.30  1.34  8.28  1.1661
Cl  5.95  7.30  -1.51  0.6857
Cl  -5.52  -7.73  -1.49  0.6855
Cl  7.48  -6.08  -0.06  0.6856
Cl  -6.84  5.53  -3.79  0.6851
N  2.21  0.11  -0.63  -0.1048
N  -0.10  1.95  -1.13  -0.0990
N  -1.92  -0.42  -1.19  -0.1046
N  -2.39  0.93  6.92  -0.2090
N  0.98  0.55  2.57  0.0090
N  0.36  -2.26  -0.49  -0.1032
N  0.18  1.29  7.27  -0.2088
N  -1.72  0.21  2.20  0.0071
C  3.21  3.74  -1.08  -0.2243
C  -3.03  0.04  2.00  -0.0962
C  4.44  -0.32  -0.58  0.0150
C  4.05  3.86  -2.18  -0.0265
C  4.83  -3.45  -1.47  -0.0232
C  -1.24  2.55  -1.58  -0.2253
C  -0.22  1.04  6.06  -0.3423
C  2.29  2.56  -0.96  -0.0528
C  2.83  -2.29  -0.45  -0.0524
C  -4.50  -6.33  -1.35  -0.6666
C  3.12  -0.90  -0.54  -0.2348
C  -2.56  -1.64  -1.24  -0.2418
C  -3.92  -1.41  -1.68  0.0146
C  4.89  4.95  -2.32  -0.0862
C  4.30  1.02  -0.70  0.0106
C  -4.06  -0.08  -1.90  0.0139
C  0.92  2.85  -1.19  -0.2280
C  -5.18  4.59  -1.89  -0.0906
C  4.26  -3.89  0.82  -0.0271
C  -1.63  0.84  5.87  -0.3421
C  2.88  1.01  3.95  -0.0108
C  -5.59  4.48  -3.20  -0.6658
C  5.33  -4.77  0.92  -0.0903
C  -1.29  0.46  3.45  -0.1417
C  0.39  4.10  -1.67  0.0247
C  4.90  5.93  -1.34  -0.6659
C  4.08  5.83  -0.23  -0.0908
C  -4.18  3.74  -1.42  -0.0266
C  -3.96  0.10  3.02  -0.0116
C  0.69  0.94  4.91  -0.0777
C  -3.59  2.80  -2.26  -0.2264
C  -4.03  2.71  -3.58  -0.0237
C  1.56  -2.90  -0.46  -0.2261
C  4.00  -3.22  -0.37  -0.2271
C  -2.49  1.91  -1.77  -0.0526
C  2.29  0.72  2.73  -0.0972
C  5.90  -4.33  -1.38  -0.0862
C  6.14  -4.98  -0.18  -0.6663
C  -2.87  -4.09  -1.12  -0.2302
C  0.18  0.66  3.65  -0.1416
C  -5.03  3.55  -4.05  -0.0865
C  -4.11  -5.90  -0.09  -0.0905
C  1.31  -4.32  -0.56  0.0236
C  -2.16  0.55  4.53  -0.0776
C  3.24  4.73  -0.10  -0.0254
C  2.07  1.12  5.06  0.0279
C  -3.27  -4.55  -2.37  -0.0238
C  2.88  1.30  -0.75  -0.2505
C  -0.03  -4.49  -0.69  0.0251
C  -3.52  0.36  4.30  0.0278
C  -0.63  -3.18  -0.68  -0.2276
C  -1.98  -2.90  -0.98  -0.0552
C  -4.09  -5.67  -2.49  -0.0864
C  -2.79  0.55  -1.61  -0.2439
C  -3.30  -4.78  0.01  -0.0240
C  -0.93  3.92  -1.92  0.0241
H  -5.01  -0.05  2.80  0.1201
H  3.95  1.14  4.02  0.1201
H  5.53  -5.29  1.85  0.1095
H  -5.37  3.48  -5.08  0.1108
H  -4.67  -2.17  -1.81  0.1187
H  2.90  0.61  1.84  0.0988
H  -4.21  0.43  5.13  0.1275
H  -4.40  -6.03  -3.47  0.1108
H  -4.94  0.43  -2.25  0.1187
H  6.54  -4.51  -2.23  0.1107
H  -2.99  -4.44  0.99  0.1232
H  -1.63  4.63  -2.33  0.1203
H  -3.84  3.83  -0.39  0.1237
H  -3.58  1.98  -4.24  0.1295
H  -5.63  5.32  -1.24  0.1092
H  2.59  4.65  0.76  0.1228
H  -4.44  -6.44  0.79  0.1093
H  0.98  5.00  -1.85  0.1204
H  5.53  5.05  -3.18  0.1111
H  5.37  -0.87  -0.53  0.1184
H  -3.34  -0.16  0.98  0.0990
H  5.08  1.76  -0.76  0.1175
H  4.10  6.60  0.53  0.1092
H  -0.56  -5.42  -0.83  0.1210
H  -2.94  -4.03  -3.26  0.1297
H  4.03  3.10  -2.96  0.1298
H  2.47  1.35  6.04  0.1273
H  2.07  -5.09  -0.57  0.1206
H  3.62  -3.73  1.68  0.1244
H  4.63  -2.94  -2.40  0.1290

***

Summary of LUMO energy in eV
1.739 -3.805
(order as listed above)